{
  "formula": "C42H108AsF12N8O11S2",
  "method": "the ωB97M-V functional and the def2-TZVPD basis",
  "orbital_gap_ev": [8.27, 2.41],
  "s_squared": 0.75,
  "total_charge": 6,
  "multiplicity": 2,
  "lumo_energy_ev": [-11.114, -16.979],
  "species": ["C", "F", "F", "F", "S", "O", "O", "N", "S", "O", "O", "C", "F", "F", "F", "C", "C", "N", "C", "C", "C", "C", "C", "O", "C", "H", "H", "H", "H", "H", "H", "H", "H", "H", "H", "H", "H", "H", "H", "H", "H", "H", "H", "H", "H", "C", "C", "N", "C", "C", "C", "C", "C", "O", "C", "H", "H", "H", "H", "H", "H", "H", "H", "H", "H", "H", "H", "H", "H", "H", "H", "H", "H", "H", "H", "C", "C", "N", "C", "C", "C", "C", "C", "O", "C", "H", "H", "H", "H", "H", "H", "H", "H", "H", "H", "H", "H", "H", "H", "H", "H", "H", "H", "H", "H", "C", "C", "C", "O", "C", "N", "H", "H", "H", "H", "H", "H", "H", "H", "H", "H", "H", "H", "C", "C", "C", "O", "C", "N", "H", "H", "H", "H", "H", "H", "H", "H", "H", "H", "H", "H", "C", "C", "C", "O", "C", "N", "H", "H", "H", "H", "H", "H", "H", "H", "H", "H", "H", "H", "C", "C", "C", "O", "C", "N", "H", "H", "H", "H", "H", "H", "H", "H", "H", "H", "H", "H", "As", "F", "F", "F", "F", "F", "F"],
  "positions_angstrom": [[-1.342, -2.233, 0.584], [-1.575, -2.221, 1.848], [-1.087, -3.545, 0.240], [-2.510, -1.913, -0.070], [0.046, -0.906, 0.250], [1.241, -1.210, 1.074], [0.339, -1.077, -1.164], [-0.873, 0.597, 0.501], [-0.376, 0.991, 1.880], [-0.552, -0.053, 2.902], [0.933, 1.648, 1.852], [-1.669, 2.355, 2.467], [-1.240, 2.738, 3.679], [-1.615, 3.339, 1.529], [-2.930, 1.824, 2.497], [3.341, -4.268, 6.208], [3.920, -2.903, 5.816], [3.568, -2.458, 4.337], [3.878, -3.501, 3.216], [1.945, -2.232, 4.346], [1.336, -1.299, 5.400], [4.368, -1.123, 3.968], [5.885, -1.196, 3.620], [6.606, -2.152, 4.511], [8.026, -2.184, 4.365], [3.694, -5.090, 5.585], [2.264, -4.352, 6.357], [3.764, -4.410, 7.203], [5.009, -2.892, 5.796], [3.537, -2.038, 6.359], [3.404, -4.473, 3.348], [4.937, -3.754, 3.172], [3.582, -3.219, 2.206], [1.531, -3.224, 4.164], [1.719, -1.754, 3.392], [1.992, -0.479, 5.694], [1.325, -1.863, 6.333], [0.286, -1.013, 5.337], [4.239, -0.438, 4.806], [3.887, -0.643, 3.116], [6.245, -0.197, 3.869], [5.989, -1.375, 2.550], [8.271, -1.138, 4.551], [8.296, -2.159, 3.309], [8.575, -2.988, 4.855], [-4.499, -7.241, -0.466], [-4.976, -6.343, -1.676], [-5.755, -5.020, -1.140], [-7.020, -5.402, -0.386], [-4.772, -4.245, -0.263], [-5.425, -3.092, 0.482], [-6.067, -4.001, -2.274], [-6.813, -4.779, -3.382], [-8.023, -5.287, -2.907], [-8.562, -6.293, -3.823], [-4.180, -8.208, -0.855], [-5.291, -7.433, 0.259], [-3.669, -6.863, 0.131], [-5.661, -6.846, -2.360], [-4.298, -6.036, -2.472], [-7.722, -4.572, -0.458], [-6.701, -5.683, 0.618], [-7.497, -6.271, -0.839], [-3.922, -4.054, -0.918], [-4.337, -4.879, 0.509], [-4.625, -2.678, 1.096], [-6.129, -3.407, 1.252], [-5.890, -2.278, -0.075], [-5.174, -3.687, -2.814], [-6.718, -3.263, -1.806], [-6.134, -5.514, -3.814], [-6.765, -4.043, -4.184], [-7.822, -7.090, -3.889], [-8.700, -5.972, -4.856], [-9.430, -6.818, -3.424], [0.731, 5.264, 2.800], [1.820, 4.871, 1.806], [3.265, 5.164, 2.250], [3.581, 4.226, 3.391], [4.228, 4.832, 1.020], [3.895, 5.556, -0.211], [3.430, 6.616, 2.696], [4.925, 7.180, 2.870], [5.818, 6.279, 3.447], [7.186, 6.786, 3.504], [0.670, 6.302, 3.129], [0.766, 4.718, 3.742], [-0.314, 5.200, 2.496], [1.585, 5.509, 0.953], [1.809, 3.817, 1.531], [4.616, 4.379, 3.695], [3.276, 3.197, 3.200], [2.914, 4.488, 4.212], [4.216, 3.750, 0.891], [5.238, 4.901, 1.425], [4.022, 6.638, -0.247], [2.911, 5.367, -0.642], [4.558, 5.216, -1.007], [2.860, 6.695, 3.621], [2.801, 7.216, 2.038], [4.896, 8.111, 3.436], [5.282, 7.363, 1.856], [7.150, 7.694, 4.107], [7.673, 6.845, 2.531], [7.882, 6.152, 4.052], [2.009, -4.094, -1.068], [1.961, -4.103, -2.599], [2.965, -3.165, -3.428], [2.858, -3.340, -4.897], [2.732, -2.185, -5.662], [2.172, -5.588, -2.916], [1.369, -6.121, -2.615], [2.303, -5.846, -3.884], [3.085, -5.907, -2.624], [1.081, -4.301, -0.535], [2.425, -3.158, -0.694], [2.621, -4.909, -0.682], [0.957, -3.730, -2.803], [3.993, -3.440, -3.195], [2.868, -2.186, -2.959], [1.845, -1.624, -5.368], [2.768, -2.397, -6.730], [3.659, -1.643, -5.471], [-3.593, 0.316, -2.303], [-2.355, 0.794, -2.959], [-2.560, 1.465, -4.335], [-1.334, 2.179, -4.666], [-1.508, 3.056, -5.734], [-1.603, 1.731, -2.025], [-2.251, 2.393, -1.622], [-1.224, 1.222, -1.239], [-0.846, 2.215, -2.486], [-4.308, 1.098, -2.045], [-3.324, -0.081, -1.325], [-4.103, -0.471, -2.859], [-1.582, 0.029, -3.017], [-3.461, 2.059, -4.182], [-2.836, 0.777, -5.135], [-2.380, 3.616, -5.396], [-1.713, 2.527, -6.664], [-0.559, 3.582, -5.844], [-6.539, 3.253, 0.174], [-6.173, 4.633, 0.886], [-4.997, 4.526, 1.778], [-4.515, 5.764, 2.223], [-3.281, 5.698, 2.880], [-5.767, 5.602, -0.260], [-5.278, 5.150, -1.019], [-6.638, 6.026, -0.545], [-5.144, 6.304, 0.115], [-7.497, 3.420, -0.318], [-6.650, 2.352, 0.777], [-5.756, 2.962, -0.527], [-7.006, 5.130, 1.384], [-4.229, 3.979, 1.233], [-5.261, 3.933, 2.654], [-2.529, 5.677, 2.091], [-3.362, 4.875, 3.591], [-3.174, 6.610, 3.467], [4.597, -0.091, -2.186], [3.859, 1.196, -2.789], [2.972, 1.907, -1.713], [2.637, 3.192, -1.992], [1.692, 3.220, -3.103], [4.937, 2.134, -3.368], [4.829, 2.967, -2.806], [5.868, 1.743, -3.334], [4.788, 2.572, -4.266], [5.317, 0.112, -1.393], [5.148, -0.549, -3.007], [3.821, -0.707, -1.733], [3.354, 0.975, -3.730], [3.618, 1.909, -0.835], [2.075, 1.326, -1.502], [1.227, 2.273, -3.378], [2.174, 3.634, -3.989], [0.945, 3.915, -2.719], [-2.207, -2.955, -4.625], [-1.011, -3.965, -3.823], [-1.643, -3.720, -6.199], [-3.467, -1.994, -5.510], [-2.804, -2.231, -3.020], [-1.001, -1.747, -4.751], [-3.384, -4.327, -4.566]],
  "mulliken_spin": [0.0001, 0.0001, 0.0000, 0.0001, -0.0002, 0.0001, 0.0000, 0.0001, -0.0003, 0.0000, 0.0000, 0.0002, 0.0000, 0.0000, 0.0000, 0.0000, 0.0001, -0.0004, 0.0002, -0.0002, 0.0001, 0.0001, 0.0001, 0.0000, 0.0000, 0.0000, 0.0000, 0.0000, 0.0000, 0.0000, 0.0000, 0.0000, -0.0001, 0.0000, 0.0002, 0.0000, 0.0000, 0.0000, 0.0001, -0.0001, 0.0000, 0.0000, 0.0000, 0.0000, 0.0000, 0.0009, 0.0028, 0.0117, 0.0041, 0.0004, -0.0003, 0.0367, 0.0473, 0.6860, 0.0213, -0.0002, -0.0001, 0.0001, 0.0046, -0.0098, 0.0006, 0.0036, 0.0033, 0.0000, 0.0004, -0.0003, -0.0002, 0.0002, 0.0054, -0.0100, 0.0247, 0.0693, 0.0526, 0.0434, 0.0026, 0.0002, 0.0004, -0.0001, 0.0000, 0.0001, 0.0000, 0.0000, 0.0000, 0.0000, 0.0000, 0.0000, 0.0000, -0.0001, 0.0000, -0.0004, 0.0000, 0.0000, 0.0000, 0.0000, 0.0000, 0.0000, 0.0000, 0.0000, 0.0000, 0.0000, 0.0000, 0.0000, 0.0000, 0.0000, 0.0000, 0.0000, 0.0000, -0.0001, 0.0000, 0.0000, 0.0000, 0.0000, 0.0000, 0.0000, 0.0000, 0.0000, 0.0000, 0.0000, 0.0000, 0.0001, 0.0000, 0.0000, 0.0000, 0.0000, 0.0000, 0.0000, 0.0000, 0.0000, 0.0000, 0.0000, 0.0000, 0.0000, 0.0000, 0.0001, -0.0001, 0.0000, 0.0000, 0.0000, 0.0000, 0.0000, 0.0000, 0.0000, 0.0000, 0.0000, 0.0000, 0.0000, 0.0000, 0.0000, 0.0000, 0.0000, 0.0000, 0.0000, 0.0000, 0.0000, 0.0000, 0.0000, 0.0000, 0.0000, 0.0000, 0.0000, 0.0000, 0.0000, 0.0000, 0.0000, 0.0000, 0.0000, 0.0000, 0.0000, 0.0000, 0.0000, 0.0000, 0.0000, 0.0000, 0.0000, 0.0000, 0.0000, 0.0000, 0.0000, 0.0000, 0.0000, 0.0001, -0.0010, 0.0000, -0.0001]
}